42
Properties=species:S:1:pos:R:3 method="wB97M-V/def2-TZVPD" e_homo_ev=-5.83 energy_ev=-40393.4474 gap_ha=0.16575 fmax_ev_per_a=5.74
K 2.997 4.123 -47.476
O 3.338 3.583 -53.580
C 3.576 2.773 -52.571
O 2.762 2.560 -51.665
O 4.676 2.223 -52.494
H 2.422 3.733 -53.333
C 2.156 -3.115 -48.228
C 2.986 -1.980 -47.641
O 2.323 -0.782 -47.890
H 2.505 -4.097 -47.909
H 2.189 -3.103 -49.317
H 1.129 -2.995 -47.883
H 4.001 -1.899 -48.029
H 3.078 -2.058 -46.557
H 2.469 -0.414 -48.764
C -0.097 7.983 -45.585
C -1.300 7.297 -46.159
O -0.825 6.271 -47.026
H -0.400 8.592 -44.734
H 0.439 8.595 -46.310
H 0.617 7.238 -45.231
H -1.855 7.989 -46.793
H -1.866 6.843 -45.346
H -0.590 6.650 -47.876
C 4.193 0.979 -42.191
C 2.981 1.612 -42.731
O 3.277 2.965 -43.070
H 3.915 -0.023 -41.865
H 4.632 1.558 -41.378
H 4.969 0.783 -42.930
H 2.254 1.679 -41.922
H 2.495 1.080 -43.549
H 3.596 3.405 -42.279
C 7.699 7.613 -44.781
C 6.332 7.031 -45.036
O 5.843 7.442 -46.313
H 8.513 7.210 -45.383
H 7.881 7.375 -43.733
H 7.667 8.696 -44.902
H 5.619 7.340 -44.272
H 6.433 5.946 -45.026
H 6.018 8.380 -46.419